1.
This record from the Open Molecules 2025 dataset describes a structure of composition CH10O6 in a non-equilibrium geometry. The level of theory is ωB97M-V/def2-TZVPD.

Each line ends with the Mulliken charge.
Positions of all 17 atoms, in Å:
H 2.361 -1.956 0.996  0.339
H 0.295 -0.639 -1.228  0.462
H 0.687 -1.470 -0.071  0.455
H 2.793 -0.746 0.051  0.346
H -0.796 2.170 1.715  0.376
O 2.315 -1.592 0.111  -0.666
O 0.820 1.484 0.731  -0.644
H -3.034 -0.457 0.091  0.332
H 1.649 1.320 -2.186  0.283
O -3.966 -0.207 0.096  -0.640
O 1.586 0.517 -1.663  -0.712
H -0.663 -0.444 0.306  0.409
H -3.875 0.751 0.102  0.305
H 1.413 0.816 -0.732  0.401
O -0.160 -1.212 -0.566  -0.638
O -1.114 0.324 1.090  -0.569
C -0.311 1.341 1.157  0.162

Properties
Kohn-Sham gap in eV: 11.09
Energy above the lowest of the compared OMol25 structures with the same formula, charge and spin in kcal/mol: 14.77
E in hartree: -495.5523
Net charge: 0
HOMO energy in eV: -10.82
Largest force on an atom in eV/Å: 1.95

=====

2.
This record from the Open Molecules 2025 dataset describes the molecule C3H7ClN4 in a non-equilibrium geometry. The level of theory is ωB97M-V/def2-TZVPD.

Each line ends with the Mulliken charge.
Positions of all 15 atoms, in Å:
N 2.062 -0.467 0.088  -0.625
H -0.824 -0.273 -2.622  0.309
H -2.426 -1.272 -1.063  0.261
H 0.591 1.968 1.646  0.356
C -0.842 0.115 -0.541  0.643
H 2.984 -0.836 0.323  0.318
H -2.656 -0.157 0.260  0.263
Cl -1.408 0.180 2.175  -0.290
N -2.219 -0.207 -0.653  -0.675
H 0.898 0.073 -1.486  0.330
N 2.004 0.764 0.739  -0.449
H 1.456 -1.145 0.897  0.274
N -0.104 -0.186 -1.651  -0.479
C 0.841 1.058 1.137  -0.155
C -0.356 0.384 0.752  -0.081

Properties
Kohn-Sham gap in eV: 8.39
Energy above the lowest of the compared OMol25 structures with the same formula, charge and spin in kcal/mol: 86.59
E in hartree: -797.6027
Net charge: 0
HOMO energy in eV: -7.81
SMILES: N/N=C\C(Cl)=C(N)N
Largest force on an atom in eV/Å: 5.32

=====

3.
This record from the Open Molecules 2025 dataset describes a cluster of 7 separate species, C56H134BrN4O3P2 in total in a non-equilibrium geometry. The level of theory is ωB97M-V/def2-TZVPD.

Each line ends with the Mulliken charge.
Positions of all 200 atoms, in Å:
H 0.353 2.200 1.767  -0.722
C 4.368 -5.488 1.159  -0.828
H 1.770 -4.374 -1.450  0.274
C -3.974 4.682 0.465  0.211
H 0.066 0.582 6.507  0.644
H 9.261 -2.535 -1.869  0.336
C 0.886 6.310 -1.555  0.378
C 1.412 4.126 -3.541  -1.027
H 2.602 1.247 -2.994  0.430
C 6.023 -3.772 -7.757  -1.327
H 5.032 -3.567 0.399  0.028
C -5.782 3.061 -0.071  -1.234
H -5.052 2.264 -0.018  0.323
H 6.814 -2.178 -3.578  0.335
C 6.132 -4.654 -6.518  -0.383
C -4.360 -3.350 0.415  -1.147
H -1.390 0.397 -3.175  0.357
H -4.868 -2.967 -0.476  0.405
H 3.116 7.455 0.012  0.338
H -4.806 -0.073 -2.721  0.203
H 2.463 -4.893 -3.797  0.606
C 3.119 3.237 -2.101  -1.132
C 2.272 8.071 -0.298  -1.481
C -1.480 0.673 -4.241  -1.332
H -6.519 5.825 -0.065  0.278
O -6.134 -2.677 4.382  -0.452
H 5.080 -6.279 0.899  0.350
H 2.346 0.924 2.335  -0.272
H -4.291 -4.435 0.361  0.443
C -5.178 3.540 2.141  -1.187
H 0.738 6.759 -2.536  0.401
C 3.098 -0.894 1.702  -0.456
C 4.643 -4.895 -1.240  -1.257
H -1.963 0.465 2.933  -0.247
C 6.342 -1.843 -2.654  -1.190
H 5.485 -2.928 -5.314  0.406
H -6.644 -2.902 5.148  0.325
H 1.688 0.269 5.836  0.809
H 0.663 3.657 -0.383  -0.293
C 0.939 7.302 -0.410  -0.101
H -3.944 1.970 -4.762  0.263
C 8.510 -1.880 -1.377  -1.531
H 4.697 -5.057 2.109  0.417
H 0.769 6.787 0.543  -0.144
P 4.438 -3.946 -2.752  0.843
C -0.217 2.737 2.534  1.129
C 4.326 -4.380 0.171  0.603
C 3.049 -6.195 1.385  -1.216
H 2.727 -3.138 -4.062  0.575
C 1.563 1.839 -1.044  1.031
H 6.597 -1.939 -0.534  -0.179
H 2.190 4.425 3.105  0.513
C 2.780 1.754 -2.032  -0.238
H 0.889 -1.647 3.201  0.845
H 4.990 -3.558 -8.009  0.321
C 5.288 -4.001 -5.372  -0.903
C 1.057 -1.590 7.776  -0.413
H -4.122 -4.520 2.615  0.339
H 4.406 -1.724 -1.683  -0.656
H 0.008 5.668 -1.493  -0.351
N -5.246 -3.018 1.533  0.263
H -6.152 1.541 4.770  0.399
H 2.906 -0.019 3.739  0.547
H 6.515 -4.160 -8.657  0.393
H -6.432 -0.523 -4.368  0.350
C -4.247 0.462 4.475  0.880
H -6.828 -3.513 0.260  0.462
H -2.262 -0.782 -6.391  0.403
H 0.477 -0.979 8.445  0.387
H 2.635 8.623 -1.165  0.380
H -4.715 2.593 4.953  0.305
H -1.255 2.442 2.447  -0.230
C 7.072 -2.347 -1.402  0.676
N -2.839 0.182 -4.588  0.415
H -4.792 4.359 2.758  0.499
C -1.765 0.023 3.897  -0.371
H -4.613 -0.989 1.374  0.382
H 1.616 -3.242 8.945  0.409
C 0.206 2.223 3.897  -1.283
H -6.206 -4.701 3.885  0.455
H 2.698 -6.699 0.494  0.286
H 3.470 -1.795 2.194  0.646
H -4.519 2.672 2.189  0.271
H -6.780 2.810 0.225  0.404
H 6.495 -4.615 -3.639  0.615
C -2.893 -1.190 -3.991  -1.293
H 2.332 5.093 -0.446  0.239
O -4.723 6.009 -1.294  -0.540
H 4.247 -3.971 -5.714  0.343
H -2.607 0.921 -6.494  0.399
C 0.933 -3.071 8.125  -1.263
H -3.925 -0.353 -6.316  0.334
H -0.811 0.017 -4.748  0.531
H 4.005 -5.746 -1.496  0.521
H 5.683 -5.261 -1.188  0.708
H -5.178 1.364 6.167  0.467
C -6.534 -3.705 1.276  -0.984
C -5.111 1.565 5.121  -1.645
H 4.061 0.860 0.992  0.420
C 0.864 3.200 -1.334  -0.233
H -6.200 -1.362 0.758  0.439
C 0.314 -3.307 -2.640  -0.884
C 0.628 -0.007 5.783  -1.189
H 1.279 -3.732 7.306  0.327
H -3.860 -1.602 -4.310  0.434
H -4.280 0.749 3.417  -0.499
H -6.096 5.911 1.703  0.418
H 3.663 1.248 -1.646  0.094
H -2.568 1.586 5.190  0.457
C -6.393 5.283 0.873  -0.813
O -5.661 0.020 -4.577  -0.563
C 2.382 -0.071 2.793  -0.199
H 4.298 -1.711 -3.428  0.746
H 2.392 -1.186 0.936  0.064
H 2.108 -2.655 -1.683  -0.340
Br -2.486 0.824 -0.239  -0.696
H 6.536 -2.856 -7.510  0.345
C -5.483 -3.884 3.992  -0.836
H 2.007 4.906 -3.974  0.296
H -3.391 -2.891 0.620  0.486
H 2.951 5.762 -1.995  0.527
C -0.607 -3.026 -1.494  -1.130
H 1.951 1.883 -0.001  -1.118
H -7.295 4.743 1.163  0.391
H -0.323 4.664 3.284  0.742
H 6.355 -0.764 -2.627  0.649
H 0.114 8.014 -0.503  0.517
H 1.957 3.947 1.412  -0.022
H -7.330 -3.341 1.941  0.320
H 3.044 -6.985 2.114  0.424
H 1.256 2.361 4.164  0.618
H 1.601 3.197 -4.063  0.414
C -2.784 0.537 4.973  -1.130
H -3.241 3.977 0.816  -0.191
C -3.765 5.031 -1.009  -0.149
H -5.664 1.454 -3.059  0.412
H -3.872 4.188 -1.688  0.056
C 1.555 4.542 2.251  -1.153
H 4.566 -0.589 0.121  -0.380
H -3.857 -2.811 3.121  -0.156
H -2.672 -0.006 5.900  0.512
C 1.771 -3.572 -2.198  0.482
H -1.961 -1.044 3.756  0.764
H -0.346 2.725 4.717  0.814
H -1.664 -3.129 -1.735  0.364
H -3.963 5.639 1.002  0.318
H -0.082 -3.379 8.438  0.308
H -4.581 -0.560 4.548  0.237
H -0.380 -1.947 6.117  0.368
H -0.365 -2.078 -1.039  0.104
C -5.509 -1.530 1.577  -1.161
H 7.179 -3.417 -1.359  0.039
H 3.639 3.577 -2.999  0.453
C 0.949 -0.576 2.952  -1.136
C 0.601 -1.488 6.287  -0.814
N 1.808 3.990 -2.134  1.055
H -1.331 1.708 -4.540  0.494
H -4.536 6.509 -2.095  0.335
H -5.995 -1.363 2.534  0.421
H 5.282 -5.756 -4.043  0.672
H 0.219 -2.491 -3.375  0.179
H -4.742 -4.232 4.719  0.430
C -4.611 -3.545 2.805  0.098
H 0.372 4.438 -3.650  0.336
H -0.526 4.535 1.518  -0.064
H 2.098 -1.242 7.814  0.360
H 5.658 -5.636 -6.626  0.343
H -6.176 3.351 2.521  0.502
H -2.794 -1.175 -2.907  0.386
C 2.072 5.350 -1.472  -1.179
H 2.191 8.815 0.484  0.446
C -2.953 0.004 -6.045  -0.887
C 5.497 -4.671 -4.028  -1.134
H -2.733 5.361 -0.981  0.189
H 1.282 -2.127 5.694  0.297
H -0.066 -4.134 -3.247  0.470
C -3.803 1.211 -3.995  0.006
H 0.311 -0.446 2.057  0.442
H 7.166 -4.689 -6.216  0.353
H 5.121 -0.300 1.803  0.465
H -2.171 -1.804 -4.506  0.581
H 8.855 -1.678 -0.350  0.404
H 1.675 5.568 1.947  0.452
H 3.600 3.641 -1.223  0.331
H -6.352 -4.772 1.328  0.429
H -5.719 3.406 -1.084  0.529
H 3.372 -3.821 0.280  -0.145
H -0.045 3.014 -1.887  0.015
C 2.694 -3.944 -3.319  -1.264
C -5.059 0.646 -3.487  -0.526
C 4.842 -2.156 -2.587  0.006
H -3.283 1.606 -3.133  -0.015
P -0.012 0.361 4.138  0.292
C 4.300 -0.177 1.109  -0.872
H -0.489 -3.849 -0.781  0.577
C 0.068 4.183 2.387  -0.502
H 8.659 -0.923 -1.870  0.360
H 2.289 -5.474 1.628  0.245
N -5.279 4.136 0.760  0.197
H 0.778 1.086 -1.139  0.502

Properties
Kohn-Sham gap in eV: 9.46
E in hartree: -5913.8449
Net charge: +5
HOMO energy in eV: -18.58
Largest force on an atom in eV/Å: 3.69

=====

4.
This record from the Open Molecules 2025 dataset describes the molecule C4H6OS in a non-equilibrium geometry. The level of theory is ωB97M-V/def2-TZVPD.

Each line ends with the Mulliken charge.
Positions of all 12 atoms, in Å:
H 0.172 0.355 2.394  0.258
H -0.594 -1.271 1.782  0.272
H 1.131 -1.101 2.186  0.363
C -0.961 0.426 -0.095  0.718
O -1.831 0.451 0.728  -0.511
H -0.698 -0.050 -2.262  0.345
H -0.624 1.730 -1.786  0.292
H -2.251 0.855 -1.826  0.291
C 0.263 -0.603 1.816  -0.918
C -1.130 0.747 -1.600  -1.107
S 1.651 -0.424 -0.586  -0.206
C 0.345 -0.127 0.390  0.203

Properties
Kohn-Sham gap in eV: 7.68
Energy above the lowest of the compared OMol25 structures with the same formula, charge and spin in kcal/mol: 29.37
E in hartree: -629.4004
Net charge: 0
HOMO energy in eV: -8.92
SMILES: CC(=O)C(C)=S
Largest force on an atom in eV/Å: 2.88

=====

5.
This record from the Open Molecules 2025 dataset describes the molecule H3PS2 in a non-equilibrium geometry. The level of theory is ωB97M-V/def2-TZVPD.

Each line ends with the Mulliken charge.
Positions of all 6 atoms, in Å:
H 1.301 0.808 -0.850  0.082
S -1.388 0.388 -0.866  -0.230
P 0.563 -0.412 -0.583  -0.010
H 0.789 0.733 1.358  0.198
S 0.678 -0.671 1.545  -0.217
H -1.943 -0.845 -0.603  0.177

Properties
Kohn-Sham gap in eV: 9.31
Energy above the lowest of the compared OMol25 structures with the same formula, charge and spin in kcal/mol: 9.77
E in hartree: -1139.5102
Net charge: 0
HOMO energy in eV: -8.89
SMILES: SPS
Largest force on an atom in eV/Å: 2.75

=====

6.
This record from the Open Molecules 2025 dataset describes a cluster of 8 separate species, C3H22N2O8 in total in a non-equilibrium geometry. The level of theory is ωB97M-V/def2-TZVPD.

Each line ends with the Mulliken charge.
Positions of all 35 atoms, in Å:
H 3.263 -0.152 0.395  0.333
H -0.830 2.227 -2.812  0.316
H 2.105 -2.930 -0.403  0.300
H 0.552 -2.396 1.912  0.322
H 0.701 -0.723 -3.132  0.351
O -0.618 -0.052 2.692  -0.589
H -0.769 3.077 -1.197  0.331
H 1.483 2.073 -2.232  0.465
C -0.678 2.136 -1.733  -0.502
H -0.816 -1.012 2.617  0.387
H -2.375 2.634 0.225  0.329
H 0.984 1.214 2.207  0.313
H 1.137 -1.751 -0.381  0.346
H 1.446 2.590 0.108  0.196
H -2.655 -0.892 0.174  0.320
O 1.175 -2.704 -0.490  -0.644
O 1.892 1.066 2.524  -0.636
H -2.810 -2.343 0.733  0.302
O -0.112 -1.169 -3.396  -0.628
H 2.247 -0.509 1.384  0.303
C -2.414 1.591 -0.108  -0.010
N 1.303 1.661 -0.262  -0.299
H 0.861 0.537 -1.832  -0.102
H -1.684 0.255 -1.436  0.230
H 0.071 -2.027 -2.977  0.332
H -1.441 0.356 2.395  0.261
O -3.243 0.831 0.385  -0.669
O -0.370 -2.656 1.816  -0.703
N -1.611 1.216 -1.114  0.064
O 2.851 -0.949 0.757  -0.652
C 0.740 1.595 -1.610  -0.523
O -2.390 -1.820 0.039  -0.620
H 1.538 0.949 3.423  0.331
H 0.961 1.018 0.427  0.085
H -0.494 -2.940 0.902  0.361

Properties
Kohn-Sham gap in eV: 10.08
Energy above the lowest of the compared OMol25 structures with the same formula, charge and spin in kcal/mol: 11.07
E in hartree: -838.9360
Net charge: 0
HOMO energy in eV: -9.66
SMILES: NCCNC=O.O.O.O.O.O.O.O
Largest force on an atom in eV/Å: 2.21